Record 1
The following is a DFT calculation (wB97M-V/def2-TZVPD) of C36H42N3NbP2SSi2 as an isolated structure in a non-equilibrium geometry.

Properties
DFT total energy = -3277.79318 a.u.
Total charge = +2
Kohn-Sham gap = 0.2449 Ha

```
87
Properties=species:S:1:pos:R:3:lowdin_charge:R:1
Nb -0.0979 -0.5294 -1.3848 1.584
C -3.8946 0.6102 -1.9720 -0.184
Si -2.8375 1.9154 -1.1700 0.383
C -3.7754 2.5918 0.3079 -0.180
C -2.5284 3.4138 -2.2655 -0.185
N -1.2743 1.0671 -0.7911 -0.390
P 0.0229 1.6390 0.2063 0.783
C 0.9840 0.2820 -0.0835 -0.590
P 1.2952 -1.1365 0.7829 0.811
N 0.2621 -2.1228 -0.2557 -0.412
Si 0.1641 -3.9456 -0.1989 0.415
C 0.1473 -4.7118 1.5264 -0.172
C 1.7045 -4.6971 -0.9669 -0.171
C -1.4420 -4.2143 -1.1308 -0.172
C 0.6797 -1.3343 2.4489 -0.305
C 1.3933 -0.8210 3.5653 -0.070
C 0.8476 -0.8895 4.8556 -0.044
C -0.3610 -1.5444 5.0891 -0.038
C -1.0697 -2.0441 4.0067 -0.053
C -0.5888 -1.8965 2.7026 -0.109
C 2.9586 -1.7338 0.7961 -0.304
C 3.7490 -1.5105 -0.3377 -0.082
C 5.0483 -2.0197 -0.4613 -0.044
C 5.6635 -2.6170 0.6322 -0.028
C 4.9245 -2.7773 1.8192 -0.040
C 3.5870 -2.3847 1.9025 -0.059
C 0.5809 3.2328 -0.3532 -0.298
C 1.4863 3.3038 -1.4378 -0.072
C 1.8694 4.5310 -1.9984 -0.048
C 1.4794 5.7295 -1.4106 -0.032
C 0.6597 5.6807 -0.2882 -0.046
C 0.1886 4.4717 0.2255 -0.060
C -0.6040 1.9294 1.8375 -0.309
C 0.1043 2.6318 2.8425 -0.081
C -0.3795 2.7451 4.1392 -0.051
C -1.5523 2.0846 4.5412 -0.028
C -2.2664 1.3835 3.5732 -0.049
C -1.7663 1.2675 2.2709 -0.113
H -4.8537 1.0370 -2.3661 0.065
H -4.1556 -0.1481 -1.1819 0.049
H -3.3577 0.0907 -2.7859 0.011
H -4.6668 3.1253 -0.1079 0.066
H -3.1634 3.3020 0.8867 0.037
H -4.1576 1.8234 0.9997 0.035
H -3.2189 3.3605 -3.1561 0.059
H -1.4950 3.5372 -2.6317 0.024
H -2.7963 4.3316 -1.6925 0.048
H 0.8583 -4.2561 2.2399 0.033
H 0.4107 -5.7762 1.4316 0.052
H -0.8492 -4.6606 2.0137 0.041
H 2.5288 -4.6509 -0.2289 0.037
H 2.0481 -4.1655 -1.8756 0.006
H 1.5607 -5.7595 -1.2301 0.054
H -2.3330 -3.9763 -0.5335 0.038
H -1.5417 -5.2339 -1.5278 0.050
H -1.4079 -3.5290 -2.0008 0.008
H 2.4026 -0.4394 3.4720 0.114
H 1.3586 -0.4109 5.6793 0.118
H -0.7525 -1.6538 6.0871 0.119
H -2.0359 -2.5134 4.1293 0.119
H -1.1966 -2.2299 1.8659 0.092
H 3.3284 -0.9709 -1.1833 0.084
H 5.5558 -1.8692 -1.3991 0.115
H 6.7126 -2.9171 0.5846 0.126
H 5.3903 -3.2551 2.6802 0.120
H 3.0147 -2.5621 2.7971 0.093
H 1.9469 2.3875 -1.8057 0.099
H 2.4849 4.5176 -2.8715 0.109
H 1.7998 6.6757 -1.8181 0.121
H 0.4138 6.5839 0.2345 0.114
H -0.4337 4.4981 1.1135 0.103
H 1.0540 3.1035 2.6492 0.115
H 0.1713 3.3774 4.8376 0.121
H -1.8703 2.0791 5.5788 0.122
H -3.1790 0.8896 3.8018 0.109
H -2.2887 0.5970 1.5894 0.093
S 1.0880 -1.8382 -3.4246 0.652
C 0.0020 -0.9248 -4.3478 -0.804
C -0.2160 -1.2400 -5.7222 -0.062
C -1.0308 -0.3783 -6.4514 -0.015
C -1.5671 0.7423 -5.8007 -0.043
C -1.3524 0.9719 -4.4650 -0.136
N -0.5934 0.1334 -3.7222 -0.090
H 0.2965 -2.0891 -6.1453 0.110
H -1.2546 -0.5606 -7.4863 0.120
H -2.2371 1.4416 -6.3103 0.124
H -1.7841 1.8222 -3.9646 0.068
```

***

Record 2
The following is a DFT calculation (wB97M-V/def2-TZVPD) of C36H43IN5NiO2S as an isolated structure in a non-equilibrium geometry.

Properties
DFT total energy = -4026.22286 a.u.
Total charge = -1
Kohn-Sham gap (alpha / beta) = 0.2414 / 0.2324 Ha

```
89
Properties=species:S:1:pos:R:3:lowdin_charge:R:1
Ni 0.3744 -0.8418 -0.3961 0.231
C 5.3455 -1.5063 -0.7552 -0.097
C 4.5911 -0.3267 -0.1368 -0.378
C 5.5166 0.4410 0.8163 -0.063
C 3.9953 0.6002 -1.1831 -0.151
C 4.7910 1.0298 -2.2433 -0.046
C 4.3002 1.8767 -3.2223 -0.087
C 2.9904 2.3197 -3.1374 -0.046
C 2.1702 1.9300 -2.0816 -0.152
C 0.7884 2.5339 -1.9300 -0.378
C 0.1086 2.8670 -3.2581 -0.081
C 0.8870 3.7900 -1.0579 -0.061
C 2.6688 1.0519 -1.1034 -0.179
N 1.7964 0.5591 -0.0941 0.047
C 1.9840 0.9412 1.1699 -0.498
O 2.7279 1.8105 1.6429 0.007
C 1.1561 0.1039 2.1213 -0.199
C 1.1163 0.2619 3.4896 -0.010
C 0.2906 -0.5896 4.2187 -0.041
C -0.4874 -1.5397 3.5647 0.013
C -0.3895 -1.6196 2.1895 -0.148
N 0.4444 -0.8372 1.5249 0.098
C -1.2682 -2.4787 1.3133 -0.488
O -2.0706 -3.2404 1.8699 0.008
N -1.0749 -2.2139 0.0212 0.061
C -1.8983 -2.8816 -0.9335 -0.160
C -3.0202 -2.2219 -1.4590 -0.130
C -3.7626 -2.8531 -2.4607 -0.053
C -3.4240 -4.1036 -2.9493 -0.093
C -2.3335 -4.7572 -2.4036 -0.049
C -1.5708 -4.1776 -1.3908 -0.128
C -0.4521 -5.0151 -0.7824 -0.393
C 0.3661 -5.7758 -1.8314 -0.118
C -1.0133 -6.0267 0.2298 -0.062
C -3.5689 -0.8890 -0.9501 -0.355
C -4.1693 -1.0381 0.4494 -0.047
C -2.6343 0.3176 -1.0102 -0.078
H 5.6645 -2.1987 0.0295 0.076
H 6.2456 -1.1741 -1.2827 0.066
H 4.7213 -2.0530 -1.4623 0.004
H 3.7624 -0.7356 0.4409 0.117
H 6.3642 0.8541 0.2565 0.075
H 5.9156 -0.2267 1.5885 0.075
H 4.9841 1.2588 1.3013 0.061
H 5.8183 0.6849 -2.3086 0.103
H 4.9316 2.1864 -4.0472 0.092
H 2.6051 2.9902 -3.8989 0.099
H 0.1702 1.8142 -1.4025 0.098
H 0.5829 3.7193 -3.7572 0.068
H -0.9387 3.1327 -3.0828 0.074
H 0.1295 2.0205 -3.9479 0.076
H 1.5756 4.5114 -1.5158 0.084
H 1.2557 3.5462 -0.0566 0.067
H -0.0975 4.2614 -0.9775 0.055
H 1.7030 1.0508 3.9381 0.117
H 0.2309 -0.4918 5.2958 0.103
H -1.1738 -2.2011 4.0732 0.115
H -4.6313 -2.3390 -2.8643 0.101
H -4.0115 -4.5665 -3.7353 0.092
H -2.0732 -5.7482 -2.7610 0.102
H 0.2187 -4.3330 -0.2615 0.093
H -0.1944 -6.6277 -2.2337 0.065
H 1.2776 -6.1756 -1.3750 0.076
H 0.6605 -5.1324 -2.6613 0.026
H -1.6671 -6.7430 -0.2840 0.076
H -1.5881 -5.5297 1.0091 0.062
H -0.1963 -6.5914 0.6945 0.075
H -4.3941 -0.6608 -1.6294 0.114
H -3.4192 -1.3751 1.1726 0.063
H -4.9736 -1.7789 0.4469 0.082
H -4.5739 -0.0790 0.7911 0.075
H -1.7764 0.2043 -0.3573 0.027
H -3.1758 1.2114 -0.6803 0.059
H -2.2648 0.4864 -2.0252 0.075
S -1.2610 2.5432 1.8841 0.711
C -2.2473 3.7103 1.2745 -0.843
N -1.7365 4.9930 1.0945 0.039
C -2.4086 6.0197 0.5723 -0.099
C -3.6937 5.8540 0.1925 -0.063
C -4.2235 4.5523 0.3964 -0.142
N -3.5787 3.5488 0.8949 0.073
H -0.7648 5.0859 1.3591 0.128
H -1.8661 6.9511 0.4722 0.131
H -4.2699 6.6578 -0.2404 0.096
H -5.2558 4.3507 0.1144 0.112
I 1.8597 -2.3196 -2.1415 0.927
C 0.2517 -0.8654 -2.2914 -0.587
H -0.5726 -1.3987 -2.7578 -0.026
H 0.6560 -0.0789 -2.9230 -0.040
```

***

Question: The highest DFT total energy belongs to which entry?
Answer: C36H42N3NbP2SSi2

***

Question: What is the DFT total energy in the first record?
Answer: -3277.79318 a.u.

***

Question: Which of these has the lowest DFT total energy?
Answer: C36H43IN5NiO2S